Molecular formula: C10H14N2O
Method: DFT, the ωB97M-V functional and the def2-TZVPD basis

Its multiplicity is 1. The highest occupied orbital energy is -8.3 eV. The total energy is -573.9860 Eh. The value obtained for the gap between HOMO and LUMO is 8.77 eV.

Each line ends with the natural charge from an NBO analysis.
Geometry (Å):
1 C -1.12800 0.19270 1.44053  0.711
2 C -0.93576 0.40117 -1.67486  -0.395
3 C -0.76257 1.44751 -0.55271  -0.427
4 C -0.57011 -0.94039 -1.00143  -0.313
5 C -0.08913 0.80344 0.58034  -0.252
6 C -1.67269 -1.28471 -0.07998  0.061
7 C 0.65314 -0.48933 -0.03276  0.083
8 C 0.88427 1.75221 1.34458  -0.605
9 C 1.87701 -0.07033 -0.78821  -0.630
10 C 0.99560 -1.55506 1.01040  -0.653
11 N -2.23313 -2.59670 0.11193  -0.083
12 N -2.97160 -1.73230 -0.44200  -0.086
13 O -1.67716 0.39887 2.50550  -0.520
14 H -1.91621 0.41516 -2.00160  0.211
15 H -0.41055 0.57242 -2.54631  0.207
16 H -0.34804 2.38828 -1.01933  0.235
17 H -1.84381 1.81871 -0.44110  0.241
18 H -0.30074 -1.68535 -1.74062  0.226
19 H 1.40315 2.33145 0.56650  0.215
20 H 1.56779 0.91374 1.69039  0.214
21 H 0.26083 2.33586 2.00673  0.236
22 H 2.63812 0.35566 -0.03865  0.208
23 H 1.65227 0.73912 -1.34907  0.209
24 H 2.11536 -0.92865 -1.26685  0.219
25 H 0.02643 -1.84614 1.65139  0.233
26 H 1.74035 -1.19876 1.63601  0.217
27 H 1.04518 -2.53860 0.43117  0.237